C4H9NO | ωB97M-V/def2-TZVPD

Output
LUMO energy (spin up / spin down) (eV): -6.3 / -7.1
Total charge: +1
2S+1: 2
⟨S²⟩: 0.755

Positions of all 15 atoms, in Å:
1 C 1.85 -0.54 -0.72
2 C 1.03 0.31 0.13
3 C -0.19 1.07 -0.48
4 C -1.47 0.32 -0.62
5 O -1.88 -0.36 0.51
6 N 0.39 -0.56 1.28
7 H 2.84 -1.01 -0.34
8 H 1.23 -1.41 -1.15
9 H 2.08 -0.07 -1.67
10 H 1.74 1.02 0.71
11 H 0.12 1.89 -1.18
12 H -0.56 -0.27 -1.18
13 H -2.39 0.60 -1.30
14 H 0.76 -0.36 2.19
15 H -0.78 -0.50 1.00

Computed Mulliken charges, given in elementary charges: number 1, C, carries -1.1404; number 2, C, carries 0.1369; number 3, C, carries -0.3640; number 4, C, carries 0.0874; number 5, O, carries -0.5127; number 6, N, carries -0.2818; number 7, H, carries 0.3502; number 8, H, carries 0.3291; number 9, H, carries 0.3930; number 10, H, carries 0.3721; number 11, H, carries 0.3607; number 12, H, carries 0.1756; number 13, H, carries 0.3839; number 14, H, carries 0.2777; number 15, H, carries 0.4325

---

C6H14N2 | ωB97M-V/def2-TZVPD

Output
LUMO energy (eV): 1.1
Total charge: 0
SMILES: CN1CCC[C@H]1CN
2S+1: 1

Positions of all 22 atoms, in Å:
1 C -1.59 -0.11 1.63
2 N -0.36 -0.07 0.87
3 C 0.46 1.14 1.09
4 C 0.37 1.93 -0.20
5 C 0.14 0.89 -1.30
6 C -0.52 -0.29 -0.56
7 C 0.02 -1.65 -0.96
8 N 1.49 -1.75 -0.73
9 H -1.34 -0.02 2.70
10 H -2.10 -1.05 1.47
11 H -2.28 0.71 1.38
12 H 1.48 0.83 1.34
13 H 0.02 1.75 1.89
14 H 1.21 2.60 -0.38
15 H -0.55 2.53 -0.19
16 H -0.47 1.30 -2.10
17 H 1.05 0.55 -1.81
18 H -1.56 -0.31 -0.88
19 H -0.12 -1.96 -2.00
20 H -0.43 -2.42 -0.33
21 H 1.77 -1.14 0.02
22 H 1.72 -2.69 -0.44

Computed Mulliken charges, given in elementary charges: number 1, C, carries -1.0868; number 2, N, carries 0.0466; number 3, C, carries -0.6952; number 4, C, carries -0.5664; number 5, C, carries -0.6501; number 6, C, carries -0.2055; number 7, C, carries -0.8155; number 8, N, carries -0.6156; number 9, H, carries 0.3744; number 10, H, carries 0.3356; number 11, H, carries 0.3626; number 12, H, carries 0.2778; number 13, H, carries 0.3957; number 14, H, carries 0.3746; number 15, H, carries 0.2750; number 16, H, carries 0.3239; number 17, H, carries 0.3484; number 18, H, carries 0.3342; number 19, H, carries 0.3443; number 20, H, carries 0.3816; number 21, H, carries 0.2118; number 22, H, carries 0.2486

---

C4H9N2O2 | ωB97M-V/def2-TZVPD

Output
LUMO energy (eV): 3.9
Total charge: -1
2S+1: 1

Positions of all 17 atoms, in Å:
1 N 0.10 -2.73 -0.11
2 C -0.96 -2.10 -0.85
3 O -2.10 -1.97 -0.30
4 O -0.64 -1.79 -2.04
5 H -0.29 -3.33 0.60
6 H 0.89 -3.08 -0.62
7 N 1.15 1.55 1.69
8 C 0.89 1.96 0.27
9 C -1.28 0.94 -0.37
10 C 0.07 0.90 -0.40
11 H 1.91 1.98 2.17
12 H 1.12 0.57 1.83
13 H 1.82 2.17 -0.30
14 H 0.30 2.89 0.26
15 H -1.82 0.12 -0.78
16 H -1.78 1.89 -0.23
17 H 0.62 0.01 -0.83

Computed Mulliken charges, given in elementary charges: number 1, N, carries -0.4492; number 2, C, carries 0.5737; number 3, O, carries -0.7778; number 4, O, carries -0.7166; number 5, H, carries 0.2033; number 6, H, carries 0.2027; number 7, N, carries -0.5241; number 8, C, carries -0.4259; number 9, C, carries -0.7690; number 10, C, carries -0.0502; number 11, H, carries 0.1684; number 12, H, carries 0.2312; number 13, H, carries 0.2316; number 14, H, carries 0.1872; number 15, H, carries 0.3207; number 16, H, carries 0.2548; number 17, H, carries 0.3393

---

C4H3F3N2OS | ωB97M-V/def2-TZVPD

Output
LUMO energy (eV): -0.1
Total charge: 0
SMILES: O[C@@H](c1csnn1)C(F)(F)F
2S+1: 1

Positions of all 14 atoms, in Å:
1 O 0.16 -0.26 -1.95
2 C -0.55 0.02 -0.72
3 C 0.38 -0.53 0.27
4 C 0.56 -0.19 1.61
5 S 1.51 -1.40 2.34
6 N 1.76 -2.14 0.87
7 N 1.06 -1.64 -0.02
8 C -0.88 1.45 -0.49
9 F -1.41 1.68 0.73
10 F -1.78 1.89 -1.39
11 F 0.14 2.32 -0.63
12 H 0.58 -1.22 -1.86
13 H -1.44 -0.52 -0.79
14 H -0.10 0.53 2.05

Computed Mulliken charges, given in elementary charges: number 1, O, carries -0.5806; number 2, C, carries 0.3112; number 3, C, carries 0.1663; number 4, C, carries -0.2825; number 5, S, carries 0.1093; number 6, N, carries -0.5051; number 7, N, carries -0.2008; number 8, C, carries 0.7524; number 9, F, carries -0.2606; number 10, F, carries -0.2691; number 11, F, carries -0.2512; number 12, H, carries 0.4205; number 13, H, carries 0.1875; number 14, H, carries 0.4027

---

C20H40O25S4 | ωB97M-V/def2-TZVPD

Output
LUMO energy (eV): 0.0
Total charge: 0
SMILES: O=S1(=O)OCCO1.O=S1(=O)OCCO1.O=S1(=O)OCCO1.O=S1(=O)OCCO1.CCOC(=O)OC.CCOC(=O)OC.CCOC(=O)OC
2S+1: 1

Positions of all 89 atoms, in Å:
1 O 5.67 -6.28 5.69
2 S 4.78 -5.08 5.90
3 O 5.27 -3.92 6.59
4 O 3.88 -4.55 4.56
5 C 2.54 -4.23 4.79
6 C 2.23 -4.86 6.19
7 O 3.39 -5.60 6.61
8 H 2.47 -3.15 4.96
9 H 1.78 -4.57 4.08
10 H 1.43 -5.60 6.11
11 H 2.05 -4.13 6.97
12 O -0.39 -5.73 0.68
13 S -0.94 -7.06 0.87
14 O -2.33 -7.32 1.18
15 O -0.27 -8.02 -0.36
16 C 1.09 -8.28 -0.07
17 C 1.00 -8.56 1.43
18 O 0.00 -7.80 1.99
19 H 1.34 -9.19 -0.62
20 H 1.74 -7.46 -0.38
21 H 1.95 -8.25 1.88
22 H 0.86 -9.59 1.78
23 O 6.38 0.10 5.20
24 S 6.19 1.21 6.17
25 O 6.29 2.52 5.54
26 O 4.84 1.05 7.12
27 C 5.29 0.72 8.47
28 C 6.75 1.14 8.65
29 O 7.31 1.11 7.37
30 H 4.70 1.27 9.21
31 H 5.20 -0.36 8.55
32 H 7.27 0.48 9.34
33 H 6.95 2.12 9.07
34 O 0.24 2.04 1.80
35 S 0.45 1.02 0.75
36 O -0.63 0.64 -0.22
37 O 1.83 1.30 -0.14
38 C 2.58 0.16 -0.49
39 C 2.31 -0.91 0.61
40 O 1.21 -0.34 1.35
41 H 2.20 -0.10 -1.48
42 H 3.63 0.41 -0.60
43 H 3.18 -0.96 1.26
44 H 2.04 -1.89 0.22
45 C -7.08 2.47 -0.87
46 C -7.66 2.26 -2.29
47 O -7.52 3.47 -3.07
48 C -8.51 4.43 -3.10
49 O -9.61 4.30 -2.50
50 O -8.18 5.32 -4.04
51 C -9.01 6.44 -4.23
52 H -6.02 2.70 -0.79
53 H -7.22 1.71 -0.10
54 H -7.57 3.35 -0.45
55 H -8.71 1.98 -2.26
56 H -7.15 1.41 -2.74
57 H -8.78 6.90 -5.19
58 H -8.80 7.15 -3.43
59 H -10.06 6.17 -4.25
60 C 7.31 -4.93 -6.74
61 C 5.96 -4.34 -7.16
62 O 5.10 -4.29 -6.01
63 C 3.72 -4.26 -6.05
64 O 3.04 -4.28 -7.06
65 O 3.21 -4.20 -4.85
66 C 1.83 -4.12 -4.56
67 H 7.13 -5.86 -6.20
68 H 7.85 -4.33 -6.02
69 H 7.91 -5.06 -7.64
70 H 5.55 -4.91 -8.00
71 H 6.20 -3.33 -7.48
72 H 1.23 -4.56 -5.36
73 H 1.42 -3.12 -4.40
74 H 1.62 -4.56 -3.59
75 C -3.97 6.60 -0.65
76 C -4.38 8.00 -0.42
77 O -4.28 8.76 -1.67
78 C -5.29 9.59 -2.06
79 O -6.37 9.83 -1.52
80 O -4.78 10.20 -3.17
81 C -5.64 11.01 -3.99
82 H -4.07 5.99 0.25
83 H -2.92 6.48 -0.90
84 H -4.51 6.17 -1.50
85 H -3.70 8.46 0.30
86 H -5.36 7.97 0.07
87 H -6.71 11.03 -3.75
88 H -5.58 10.46 -4.93
89 H -5.40 12.05 -4.17

Computed Mulliken charges, given in elementary charges: number 1, O, carries -0.5190; number 2, S, carries 1.0283; number 3, O, carries -0.4509; number 4, O, carries -0.3400; number 5, C, carries -0.1471; number 6, C, carries -0.2591; number 7, O, carries -0.3451; number 8, H, carries 0.2384; number 9, H, carries 0.2845; number 10, H, carries 0.2521; number 11, H, carries 0.2552; number 12, O, carries -0.4804; number 13, S, carries 1.0825; number 14, O, carries -0.5104; number 15, O, carries -0.3536; number 16, C, carries -0.2506; number 17, C, carries -0.2619; number 18, O, carries -0.3027; number 19, H, carries 0.2967; number 20, H, carries 0.2677; number 21, H, carries 0.2366; number 22, H, carries 0.2757; number 23, O, carries -0.5296; number 24, S, carries 1.0945; number 25, O, carries -0.5444; number 26, O, carries -0.2888; number 27, C, carries -0.2644; number 28, C, carries -0.3019; number 29, O, carries -0.3013; number 30, H, carries 0.2926; number 31, H, carries 0.2606; number 32, H, carries 0.2899; number 33, H, carries 0.2941; number 34, O, carries -0.4818; number 35, S, carries 1.0217; number 36, O, carries -0.5023; number 37, O, carries -0.3460; number 38, C, carries -0.2094; number 39, C, carries -0.1548; number 40, O, carries -0.3035; number 41, H, carries 0.2218; number 42, H, carries 0.2731; number 43, H, carries 0.2669; number 44, H, carries 0.2149; number 45, C, carries -1.0579; number 46, C, carries -0.1919; number 47, O, carries -0.3242; number 48, C, carries 0.7314; number 49, O, carries -0.5857; number 50, O, carries -0.2956; number 51, C, carries -0.6310; number 52, H, carries 0.2764; number 53, H, carries 0.3571; number 54, H, carries 0.2894; number 55, H, carries 0.3206; number 56, H, carries 0.2837; number 57, H, carries 0.2326; number 58, H, carries 0.2758; number 59, H, carries 0.3185; number 60, C, carries -1.1360; number 61, C, carries -0.1925; number 62, O, carries -0.2752; number 63, C, carries 0.7578; number 64, O, carries -0.5832; number 65, O, carries -0.3109; number 66, C, carries -0.6353; number 67, H, carries 0.3156; number 68, H, carries 0.2994; number 69, H, carries 0.3649; number 70, H, carries 0.3190; number 71, H, carries 0.2487; number 72, H, carries 0.3303; number 73, H, carries 0.2811; number 74, H, carries 0.2169; number 75, C, carries -1.1246; number 76, C, carries -0.1728; number 77, O, carries -0.2875; number 78, C, carries 0.7746; number 79, O, carries -0.5846; number 80, O, carries -0.3083; number 81, C, carries -0.6871; number 82, H, carries 0.3723; number 83, H, carries 0.2952; number 84, H, carries 0.2912; number 85, H, carries 0.2547; number 86, H, carries 0.3132; number 87, H, carries 0.3306; number 88, H, carries 0.2702; number 89, H, carries 0.2643

---

H10O17S3Zn | ωB97M-V/def2-TZVPD

Output
LUMO energy (eV): 5.7
Total charge: -4
2S+1: 1

Positions of all 31 atoms, in Å:
1 Zn -0.04 0.70 1.10
2 S -0.83 -3.50 -1.54
3 O -1.73 -4.36 -0.82
4 O -0.30 -2.61 -0.53
5 O 0.28 -4.22 -2.15
6 O -1.43 -2.65 -2.52
7 S -5.04 0.49 -0.32
8 O -5.11 -0.90 0.18
9 O -6.10 1.33 0.30
10 O -3.68 0.97 -0.08
11 O -5.22 0.48 -1.75
12 S 3.52 1.01 -2.43
13 O 3.73 1.97 -3.51
14 O 3.46 -0.38 -2.91
15 O 4.56 1.09 -1.46
16 O 2.20 1.35 -1.82
17 O 0.36 4.24 1.97
18 H -0.48 4.69 2.09
19 H 0.97 4.92 1.69
20 O 2.54 -4.43 2.09
21 H 1.98 -4.90 2.71
22 H 1.93 -3.86 1.61
23 O 3.22 0.39 2.58
24 H 3.76 0.10 3.31
25 H 3.84 0.68 1.92
26 O -1.42 0.06 4.33
27 H -1.75 0.76 4.89
28 H -1.53 -0.73 4.84
29 O -0.91 2.25 -4.60
30 H -0.51 2.80 -5.28
31 H -0.28 2.24 -3.89

Computed Mulliken charges, given in elementary charges: number 1, Zn, carries 0.2363; number 2, S, carries 1.1979; number 3, O, carries -0.6551; number 4, O, carries -0.5175; number 5, O, carries -0.6654; number 6, O, carries -0.5088; number 7, S, carries 1.1701; number 8, O, carries -0.6422; number 9, O, carries -0.7901; number 10, O, carries -0.5604; number 11, O, carries -0.6478; number 12, S, carries 1.1185; number 13, O, carries -0.7711; number 14, O, carries -0.6496; number 15, O, carries -0.7188; number 16, O, carries -0.6414; number 17, O, carries -0.5429; number 18, H, carries 0.2859; number 19, H, carries 0.2817; number 20, O, carries -0.6673; number 21, H, carries 0.2876; number 22, H, carries 0.3739; number 23, O, carries -0.5742; number 24, H, carries 0.2529; number 25, H, carries 0.3269; number 26, O, carries -0.5120; number 27, H, carries 0.2665; number 28, H, carries 0.2706; number 29, O, carries -0.6411; number 30, H, carries 0.2748; number 31, H, carries 0.3622

---

Q: Which ΔE to the lowest compared entry with this formula, charge and spin values were calculated for the entries above? A: 5.193, 0.762, 1.230, 0.000, 4.683, 10.349, in eV.